[1]
{"formula": "C3H4BrNO", "method": "the ωB97M-V functional and the def2-TZVPD basis", "homo_energy_ev": [-8.3, -8.9], "gap_ev": [6.880, 7.746], "smiles": "BrN1C=COC1", "mol_weight_g_mol": 150.0, "e_above_lowest_ev": 2.623, "e_lumo_ev": [-1.461, -1.127], "symbols": ["Br", "N", "C", "C", "O", "C", "H", "H", "H", "H"], "coordinates": [[2.8293, 0.2187, -0.5434], [0.7615, 0.0857, 0.6204], [0.0311, 1.0927, 0.1677], [-1.0783, 0.5891, -0.5491], [-1.0257, -0.7395, -0.6664], [0.0988, -1.1067, 0.2558], [0.1386, 2.0064, 0.6281], [-1.9178, 1.0625, -0.9902], [0.6055, -2.0004, -0.1886], [-0.4429, -1.2086, 1.2656]]}

[2]
{"formula": "C3H4BrNO", "method": "the ωB97M-V functional and the def2-TZVPD basis", "homo_energy_ev": -9.9, "gap_ev": 8.556, "smiles": "O=C1CCN1Br", "mol_weight_g_mol": 150.0, "e_above_lowest_ev": 2.193, "e_lumo_ev": -1.349, "symbols": ["O", "C", "C", "C", "N", "Br", "H", "H", "H", "H"], "coordinates": [[-0.4385, -2.0148, 0.9889], [-0.1268, -1.0612, 0.3776], [0.9386, 0.0332, 0.5135], [-0.0695, 0.9518, -0.2534], [-0.6163, -0.3205, -0.6823], [-2.2639, -0.7156, -2.0380], [1.1188, 0.2832, 1.5350], [1.8639, -0.1272, 0.1280], [-0.7790, 1.3651, 0.5082], [0.3728, 1.6058, -1.0774]]}

[3]
{"formula": "C3H4BrNO2", "method": "the ωB97M-V functional and the def2-TZVPD basis", "homo_energy_ev": -9.5, "gap_ev": 8.739, "smiles": "C/C=C(\\Br)[N+](=O)[O-]", "mol_weight_g_mol": 166.0, "e_above_lowest_ev": 4.058, "e_lumo_ev": -0.757, "symbols": ["C", "C", "C", "Br", "N", "O", "O", "H", "H", "H", "H"], "coordinates": [[-1.5126, 0.8321, -0.1021], [-0.6021, -0.2604, -0.0266], [0.8671, -0.0897, 0.0982], [1.6125, 1.6505, 0.3449], [1.8351, -1.1361, 0.1233], [1.3950, -2.1592, -0.3144], [2.9273, -0.8742, 0.5444], [-2.4116, 0.7589, 0.5039], [-1.2025, 1.9161, -0.0018], [-1.8363, 0.6851, -1.1892], [-1.0720, -1.3232, 0.0193]]}

[4]
{"formula": "C3H4BrNO4", "method": "the ωB97M-V functional and the def2-TZVPD basis", "homo_energy_ev": [-8.8, -8.7], "gap_ev": [8.416, 7.192], "mol_weight_g_mol": 198.0, "e_above_lowest_ev": 3.360, "e_lumo_ev": [-0.369, -1.492], "symbols": ["C", "C", "C", "N", "O", "O", "O", "O", "Br", "H", "H", "H", "H"], "coordinates": [[0.4526, 1.0404, -0.5730], [-0.8936, -0.7187, -0.0609], [-1.1379, 0.9611, 1.6171], [-0.0736, 0.8376, 2.5719], [0.2783, 1.8119, 3.1923], [0.3792, -0.2867, 2.7670], [-0.4802, 0.2038, -0.9531], [-1.7360, -0.0169, 0.9441], [-1.7637, 2.7365, 1.6334], [0.5408, 2.0703, -1.1901], [1.3139, 0.6738, -0.2082], [-1.5832, -1.4896, -0.5472], [-0.0225, -1.2281, 0.4631]]}

[5]
{"formula": "C3H4BrO3", "method": "the ωB97M-V functional and the def2-TZVPD basis", "homo_energy_ev": -3.9, "gap_ev": 7.125, "total_charge": -1, "mol_weight_g_mol": 168.0, "e_above_lowest_ev": 0.000, "e_lumo_ev": 3.245, "symbols": ["Br", "C", "C", "O", "C", "O", "O", "H", "H", "H", "H"], "coordinates": [[-32.9553, 15.2231, -16.0607], [-32.2703, 10.6711, -14.5770], [-32.2157, 12.2021, -14.4260], [-30.8532, 12.4225, -14.0219], [-30.2639, 11.2730, -13.6965], [-29.1885, 11.1686, -13.2028], [-31.0884, 10.2178, -13.9170], [-32.2398, 10.3741, -15.6272], [-33.1462, 10.2294, -14.1041], [-32.8614, 12.5732, -13.6340], [-32.4290, 12.7053, -15.3637]]}

[6]
{"formula": "C3H4CaO2", "method": "the ωB97M-V functional and the def2-TZVPD basis", "homo_energy_ev": [-7.7, -7.6], "gap_ev": [6.839, 6.581], "mol_weight_g_mol": 112.1, "e_above_lowest_ev": 3.247, "e_lumo_ev": [-0.859, -1.021], "symbols": ["O", "Ca", "C", "O", "C", "H", "H", "H", "C", "H"], "coordinates": [[0.9452, -1.8575, -0.2565], [1.5704, -0.0745, 0.7165], [-0.2970, -1.7237, -0.2979], [-0.5446, -0.3851, 0.1363], [-1.8503, 0.1640, 0.0238], [-2.2265, 0.3985, 1.0262], [-1.8032, 1.0760, -0.5817], [-2.5050, -0.5667, -0.4648], [3.2145, 0.9939, -0.3742], [3.4964, 1.9751, 0.0724]]}

[7]
{"formula": "C3H4Cl2", "method": "the ωB97M-V functional and the def2-TZVPD basis", "homo_energy_ev": -9.4, "gap_ev": 10.320, "smiles": "C/C(Cl)=C/Cl", "mol_weight_g_mol": 111.0, "e_above_lowest_ev": 0.167, "e_lumo_ev": 0.905, "symbols": ["C", "C", "Cl", "C", "Cl", "H", "H", "H", "H"], "coordinates": [[-0.1730, -1.7156, 1.4898], [-0.0250, -0.5816, 0.5262], [-0.1840, -1.0026, -1.1445], [0.1101, 0.6354, 0.8337], [0.2303, 1.8873, -0.2658], [-0.2990, -1.4279, 2.4995], [0.7400, -2.3505, 1.3257], [-1.0634, -2.2963, 1.2391], [0.3636, 1.0070, 1.8131]]}

[8]
{"formula": "C3H4Cl2INO", "method": "the ωB97M-V functional and the def2-TZVPD basis", "homo_energy_ev": -9.0, "gap_ev": 9.297, "mol_weight_g_mol": 267.9, "e_above_lowest_ev": 0.802, "e_lumo_ev": 0.299, "symbols": ["C", "C", "C", "N", "O", "Cl", "Cl", "I", "H", "H", "H", "H"], "coordinates": [[1.6540, 0.7031, 0.2652], [0.7871, 0.5258, 1.2577], [-0.7275, -1.1275, -0.3560], [-1.0511, -0.1490, -1.0617], [1.2996, 1.3056, -0.8823], [-0.5830, 1.5674, 1.3135], [-1.4665, -1.8524, 1.1459], [3.3204, -0.5110, 0.3134], [1.0679, -0.1076, 2.0001], [0.0111, -1.7187, -0.6324], [0.3812, 1.3778, -1.1360], [-1.8317, 0.3206, -0.6362]]}

[9]
{"formula": "C3H4Cl2N2", "method": "the ωB97M-V functional and the def2-TZVPD basis", "homo_energy_ev": -9.4, "gap_ev": 9.840, "smiles": "Cl/C=N\\[C@@H]1CN1Cl", "mol_weight_g_mol": 139.0, "e_above_lowest_ev": 3.111, "e_lumo_ev": 0.450, "symbols": ["Cl", "C", "N", "C", "C", "N", "Cl", "H", "H", "H", "H"], "coordinates": [[2.5701, 1.0093, 0.8635], [1.5783, -0.3593, 1.4661], [0.5011, -0.5978, 0.9200], [0.0397, -0.1378, -0.3579], [-1.1668, 0.6709, -0.5955], [-1.1783, -0.4728, -1.4287], [-2.2129, -1.8296, -1.2844], [1.9421, -0.6448, 2.4405], [0.8973, -0.0771, -1.1622], [-1.8146, 0.7958, 0.2976], [-1.1557, 1.6432, -1.1589]]}

[10]
{"formula": "C3H4ClFN", "method": "the ωB97M-V functional and the def2-TZVPD basis", "homo_energy_ev": [-13.4, -13.4], "gap_ev": [7.382, 7.623], "total_charge": 1, "mol_weight_g_mol": 108.5, "e_above_lowest_ev": 1.046, "e_lumo_ev": [-6.029, -5.826], "symbols": ["C", "C", "C", "N", "F", "Cl", "H", "H", "H", "H"], "coordinates": [[0.8544, -2.7006, 0.3721], [-0.6997, 1.0475, 0.6620], [0.9539, -0.3181, -0.3951], [0.9091, -1.5826, -0.0094], [-1.5887, 1.0448, -0.2819], [2.3536, 0.4899, 0.0527], [0.7612, -3.7447, 0.6477], [-0.1323, 1.9319, 0.6527], [-0.8698, 0.5117, 1.6174], [0.4032, -0.0650, -1.3823]]}

[11]
{"formula": "C3H4ClFN", "method": "the ωB97M-V functional and the def2-TZVPD basis", "homo_energy_ev": -13.4, "gap_ev": 8.178, "total_charge": 1, "mol_weight_g_mol": 108.5, "e_above_lowest_ev": 2.419, "e_lumo_ev": -5.207, "symbols": ["C", "C", "C", "N", "F", "Cl", "H", "H", "H", "H"], "coordinates": [[1.2801, 0.1525, -0.2659], [-1.1267, -0.8693, -0.9241], [0.4393, 1.4901, 1.6200], [1.0075, 0.8035, 0.7714], [0.2997, -0.9592, -0.4895], [0.6887, 1.7638, 3.1729], [1.7296, 0.2286, -1.1842], [-1.5368, -0.5602, 0.0633], [-1.2497, -0.1085, -1.5979], [-1.5318, -1.9413, -1.1660]]}

[12]
{"formula": "C3H4ClFO", "method": "the ωB97M-V functional and the def2-TZVPD basis", "homo_energy_ev": -10.4, "gap_ev": 11.053, "smiles": "CC(=O)[C@@H](F)Cl", "mol_weight_g_mol": 110.5, "e_above_lowest_ev": 0.260, "e_lumo_ev": 0.622, "symbols": ["C", "C", "O", "C", "F", "Cl", "H", "H", "H", "H"], "coordinates": [[-0.1752, -0.0966, 1.2823], [-0.6778, -0.0144, -0.1259], [-1.8280, 0.0147, -0.4286], [0.4475, 0.0414, -1.1340], [0.1788, -0.4761, -2.4689], [0.9584, 1.7104, -1.1092], [-1.1216, -0.1402, 1.8269], [0.5453, 0.5700, 1.6253], [0.3757, -1.0734, 1.3210], [1.2968, -0.5358, -0.7889]]}

[13]
{"formula": "C3H4ClFS", "method": "the ωB97M-V functional and the def2-TZVPD basis", "homo_energy_ev": -9.1, "gap_ev": 8.094, "smiles": "FCC(=S)CCl", "mol_weight_g_mol": 126.6, "e_above_lowest_ev": 1.102, "e_lumo_ev": -1.054, "symbols": ["F", "C", "C", "S", "C", "Cl", "H", "H", "H", "H"], "coordinates": [[0.9247, -1.5258, -0.5548], [1.2895, -0.2199, -0.4352], [-0.0092, 0.5092, -0.0708], [0.0058, 2.2047, -0.3815], [-1.1487, -0.1935, 0.5734], [-2.4907, -0.0513, -0.6202], [1.7118, 0.1275, -1.3059], [2.0557, -0.0887, 0.3507], [-0.9170, -1.1284, 0.9521], [-1.4219, 0.3662, 1.4923]]}

[14]
{"formula": "C3H4ClI", "method": "the ωB97M-V functional and the def2-TZVPD basis", "homo_energy_ev": -9.1, "gap_ev": 9.537, "smiles": "C/C(I)=C/Cl", "mol_weight_g_mol": 202.4, "e_above_lowest_ev": 0.000, "e_lumo_ev": 0.467, "symbols": ["C", "C", "I", "C", "Cl", "H", "H", "H", "H"], "coordinates": [[0.1448, 0.6461, -0.0363], [1.3056, -0.3278, -0.1326], [3.1395, 0.7106, 0.0357], [1.2823, -1.6702, -0.1292], [2.6198, -2.7528, -0.0372], [-0.7376, 0.2878, -0.4019], [0.4829, 1.5609, -0.4239], [0.0423, 1.0025, 1.0227], [0.3422, -2.2868, 0.0198]]}

[15]
{"formula": "C3H4ClI", "method": "the ωB97M-V functional and the def2-TZVPD basis", "homo_energy_ev": -8.7, "gap_ev": 9.255, "smiles": "C/C(I)=C/Cl", "mol_weight_g_mol": 202.4, "e_above_lowest_ev": 0.408, "e_lumo_ev": 0.520, "symbols": ["C", "C", "I", "C", "Cl", "H", "H", "H", "H"], "coordinates": [[0.2869, -1.2088, 0.1145], [0.1474, 0.2051, -0.3474], [1.2706, 0.8472, -1.9720], [-0.7130, 1.1116, 0.4114], [-0.6881, 2.8626, 0.1697], [1.3436, -1.4187, -0.1351], [-0.3859, -1.8476, -0.6395], [-0.0402, -1.2936, 1.1568], [-1.2213, 0.7424, 1.2415]]}

[16]
{"formula": "C3H4ClN", "method": "the ωB97M-V functional and the def2-TZVPD basis", "homo_energy_ev": -11.4, "gap_ev": 11.928, "smiles": "C[C@H](Cl)C#N", "mol_weight_g_mol": 89.5, "e_above_lowest_ev": 1.629, "e_lumo_ev": 0.508, "symbols": ["C", "C", "Cl", "C", "N", "H", "H", "H", "H"], "coordinates": [[-0.7256, -0.6174, -0.0969], [0.3321, 0.2561, 0.5122], [-0.7405, 1.6986, 0.9410], [1.3681, 0.5552, -0.4884], [1.8401, 0.3851, -1.6087], [-0.3838, -1.6171, -0.4094], [-1.3087, -0.6129, 0.7014], [-1.0229, 0.2133, -0.9578], [0.6412, -0.2609, 1.4066]]}

[17]
{"formula": "C3H4ClN", "method": "the ωB97M-V functional and the def2-TZVPD basis", "homo_energy_ev": -11.2, "gap_ev": 11.788, "smiles": "N#CCCCl", "mol_weight_g_mol": 89.5, "e_above_lowest_ev": 0.202, "e_lumo_ev": 0.620, "symbols": ["N", "C", "C", "C", "Cl", "H", "H", "H", "H"], "coordinates": [[2.3085, -0.7533, 1.2242], [1.2507, -0.3986, 0.8586], [0.0456, 0.3413, 0.4842], [-0.8211, -0.1699, -0.7120], [-0.2979, 0.5086, -2.2231], [0.4642, 1.3129, 0.1523], [-0.5576, 0.4901, 1.3554], [-1.9082, -0.0917, -0.5301], [-0.4843, -1.2395, -0.6094]]}

[18]
{"formula": "C3H4ClN2O", "method": "the ωB97M-V functional and the def2-TZVPD basis", "homo_energy_ev": -14.6, "gap_ev": 8.803, "total_charge": 1, "mol_weight_g_mol": 119.5, "e_above_lowest_ev": 2.027, "e_lumo_ev": -5.800, "symbols": ["C", "C", "C", "N", "N", "O", "Cl", "H", "H", "H", "H"], "coordinates": [[-0.1189, -0.8846, 0.8600], [-1.1878, 1.3015, 0.1703], [0.8005, 0.2784, -0.8402], [0.8924, -1.3385, 0.1213], [-0.2642, 0.4463, 0.0812], [-0.7701, -1.2142, 1.7757], [1.5581, -2.8437, -0.1113], [-1.2486, 2.1384, -0.5205], [-1.9220, 1.1926, 0.9608], [1.7069, 0.8276, -0.6189], [0.5538, 0.0962, -1.8786]]}

[19]
{"formula": "C3H4ClN2O", "method": "the ωB97M-V functional and the def2-TZVPD basis", "homo_energy_ev": -15.5, "gap_ev": 10.007, "total_charge": 1, "mol_weight_g_mol": 119.5, "e_above_lowest_ev": 2.594, "e_lumo_ev": -5.505, "symbols": ["C", "C", "C", "N", "N", "O", "Cl", "H", "H", "H", "H"], "coordinates": [[-2.1892, 0.2366, -0.1347], [-0.5158, -1.5235, -0.5065], [1.8286, 1.4499, 0.4538], [1.2871, 0.5584, -0.2009], [-1.4302, -0.7092, -0.0791], [-2.8474, 1.1448, 0.1281], [1.1238, -1.0681, 0.5910], [-0.3828, -1.3955, -1.5822], [-0.8926, -2.5665, -0.2054], [1.9543, 2.5002, 0.0198], [2.0641, 1.3727, 1.5161]]}

[20]
{"formula": "C3H4ClN3S", "method": "the ωB97M-V functional and the def2-TZVPD basis", "homo_energy_ev": -8.8, "gap_ev": 8.566, "smiles": "ClCC1=NN=CNS1", "mol_weight_g_mol": 149.6, "e_above_lowest_ev": 2.365, "e_lumo_ev": -0.194, "symbols": ["Cl", "C", "C", "N", "N", "C", "N", "S", "H", "H", "H", "H"], "coordinates": [[2.5427, -0.1144, -0.6428], [1.5880, 0.4973, 0.7406], [0.1116, 0.3925, 0.5249], [-0.5031, 1.4676, 0.2341], [-1.8553, 1.3634, -0.0726], [-2.3088, 0.2938, -0.6101], [-1.6237, -0.8950, -0.7294], [-0.6095, -1.1820, 0.6560], [1.7219, 1.5787, 0.7755], [1.8504, -0.0271, 1.6796], [-3.3445, 0.3506, -0.9959], [-2.1722, -1.6999, -0.9849]]}

Let's list strongest force on any atom in order: 3.70; 3.52; 6.97; 5.25; 0.75; 1.74; 4.27; 4.63; 3.89; 6.26; 4.91; 3.08; 4.79; 3.83; 6.64; 7.53; 3.47; 4.36; 3.73; 1.34 eV Å⁻¹.